(1)
{"formula": "C4H11NOP", "method": "ωB97M-V with the def2-TZVPD basis set", "largest_force_ha_per_bohr": 0.05809, "e_above_lowest_kj_mol": 175.0, "smiles": "[H]/P=C/[C@@H]([NH3+])[C@@H](C)O", "lumo_energy_ev": -4.122, "charge": 1, "homo_lumo_gap_ev": 9.9, "species": ["C", "C", "C", "C", "N", "O", "P", "H", "H", "H", "H", "H", "H", "H", "H", "H", "H", "H"], "positions_angstrom": [[1.5728, 0.9845, 0.1956], [-1.8727, -0.7937, 0.7040], [0.0599, 0.7102, 0.1837], [-0.3164, -0.7120, 0.5780], [-0.4725, 0.8318, -1.2255], [-0.0546, -1.4884, -0.5963], [2.5734, -0.3046, 0.4467], [1.9005, 1.9004, -0.1918], [-2.1936, -0.6834, -0.3739], [-2.1049, 0.0880, 1.3563], [-2.0014, -1.7934, 1.1319], [-0.3839, 1.3006, 0.9342], [0.1936, -0.9824, 1.6013], [0.2329, 1.2524, -1.7971], [-1.2632, 1.4440, -1.3625], [-0.5007, -0.2957, -1.3442], [0.7551, -1.9923, -0.6024], [3.8758, 0.5339, 0.3620]], "nbo_charge": [-0.635, -0.613, -0.136, 0.056, -0.737, -0.733, 0.479, 0.231, 0.205, 0.223, 0.255, 0.241, 0.254, 0.432, 0.443, 0.484, 0.529, 0.020]}

---

(2)
{"formula": "C46H52Al2Cl2F9N2O10S", "method": "ωB97M-V with the def2-TZVPD basis set", "largest_force_ha_per_bohr": 0.12063, "lumo_energy_ev": -7.732, "charge": 1, "homo_lumo_gap_ev": 1.5, "species": ["C", "C", "C", "C", "C", "C", "C", "C", "C", "F", "C", "C", "C", "C", "F", "F", "C", "C", "C", "C", "C", "C", "F", "F", "F", "C", "S", "C", "C", "C", "C", "C", "C", "Cl", "C", "C", "C", "C", "C", "C", "C", "C", "C", "O", "N", "C", "O", "F", "N", "H", "H", "H", "H", "H", "H", "H", "H", "H", "H", "H", "H", "H", "H", "H", "H", "H", "H", "H", "H", "H", "H", "H", "H", "H", "H", "H", "H", "H", "H", "H", "H", "H", "H", "H", "H", "H", "H", "Al", "C", "C", "C", "O", "C", "C", "C", "O", "H", "H", "H", "H", "F", "O", "H", "H", "C", "O", "O", "O", "H", "C", "C", "O", "C", "H", "H", "H", "H", "H", "H", "Cl", "Al", "F", "O", "H"], "positions_angstrom": [[-2.1702, -3.9735, 1.6142], [-3.5233, -3.4906, 0.8955], [-4.3668, -2.3994, 1.7675], [-3.4112, -1.1863, 2.1551], [-2.8131, -1.2181, 3.6278], [-1.8509, -0.0924, 4.1411], [-1.3539, -0.2001, 5.6549], [-2.5504, -0.7034, 6.6420], [-3.7960, 0.3002, 6.6878], [-4.9860, -0.4464, 6.2896], [-1.4797, 1.0250, 3.1156], [-2.0804, 1.0489, 1.6426], [-3.0924, -0.0510, 1.1220], [-3.6791, 0.0567, -0.3420], [-4.1437, 1.4063, -0.6474], [-4.7839, -0.7859, -0.6499], [-2.5530, -0.2508, -1.4763], [-1.2357, -1.0311, -1.2058], [-0.2994, -1.2666, -2.4655], [-0.6780, -0.7645, -3.9121], [-1.9822, 0.0359, -4.1720], [-2.4544, 0.6262, -5.5715], [-1.4363, 0.7223, -6.5509], [-3.0801, 1.9031, -5.3230], [-3.5309, -0.2249, -6.0241], [-2.9205, 0.2783, -2.9241], [-1.4806, 2.4692, 0.6059], [0.3216, 2.5509, 1.1104], [0.5675, 2.3168, 2.6584], [2.0565, 2.3355, 3.1971], [2.4472, 2.0890, 4.7451], [2.6704, 3.4467, 5.5824], [1.2995, 4.1592, 6.0621], [0.8626, 5.3961, 4.7407], [3.1783, 2.5776, 2.1434], [2.9208, 2.7959, 0.5976], [4.2135, 2.9810, -0.3253], [4.4839, 1.5377, -1.0559], [4.1222, 4.1880, -1.3860], [5.6529, 4.5559, -1.8317], [6.1708, 3.6743, -3.0901], [1.4570, 2.7920, 0.0780], [1.0887, 2.9924, -1.4572], [1.0849, 4.1668, -1.9579], [0.7893, 1.8663, -2.3842], [0.0992, 2.4976, -3.5559], [0.5914, 2.5167, -4.7030], [-1.2139, 3.0505, -3.3237], [-0.5712, 2.0936, 3.5671], [-2.3670, -4.7669, 2.4376], [-1.5261, -4.5275, 0.8234], [-1.5046, -3.1248, 2.0105], [-4.1996, -4.4410, 0.7981], [-3.3517, -3.1376, -0.1934], [-5.3519, -2.1003, 1.2740], [-4.6587, -2.9610, 2.7424], [-3.0886, -2.0771, 4.3513], [-0.5563, -1.0410, 5.7161], [-0.9525, 0.7715, 6.1087], [-2.8511, -1.7954, 6.4076], [-2.0843, -0.7163, 7.7016], [-4.0023, 0.6934, 7.7594], [-3.6610, 1.2235, 6.0146], [-0.9718, -1.4277, -0.1694], [0.7035, -1.8581, -2.3856], [0.0281, -0.9991, -4.7969], [-3.8915, 0.8530, -3.0921], [1.6742, 1.4242, 5.2781], [3.4405, 1.4890, 4.7604], [3.2378, 3.1557, 6.5504], [3.3568, 4.1479, 4.9948], [0.5040, 3.3162, 6.1120], [1.3808, 4.6360, 7.0968], [4.2714, 2.5593, 2.5095], [5.1175, 3.1780, 0.3575], [4.1839, 1.6202, -2.1736], [3.9637, 0.6689, -0.5306], [5.6367, 1.3969, -1.0752], [3.6997, 5.1597, -0.9263], [3.5603, 3.9040, -2.3588], [5.6069, 5.6739, -2.1760], [6.3637, 4.4251, -0.9281], [7.2263, 4.0745, -3.3691], [6.3177, 2.5678, -2.8344], [5.4494, 3.7143, -3.9916], [0.0208, 1.3381, -1.9092], [-0.2114, 1.9407, 4.5191], [7.0917, 6.2315, -1.5213], [-4.4369, -5.5290, -3.8135], [-3.9663, -5.4213, -2.5688], [-4.6410, -6.0888, -1.4350], [-4.2171, -5.9862, -0.3000], [-5.8509, -6.8799, -1.7374], [-6.3191, -6.9869, -2.9878], [-5.6493, -6.3224, -4.1106], [-6.0841, -6.4232, -5.2676], [-3.9557, -5.0436, -4.6571], [-3.0799, -4.8443, -2.3336], [-6.3324, -7.3632, -0.8978], [-7.2044, -7.5630, -3.2255], [-5.4104, -2.2473, 5.2141], [-0.9108, -4.4482, -0.9057], [-0.6651, -3.4942, -0.9807], [-0.0809, -4.8895, -0.6679], [-3.5481, -2.8276, -9.1090], [-2.4971, -2.3055, -9.5517], [-3.7630, -2.4957, -7.8226], [-4.3762, -3.5721, -9.6600], [-2.9465, -1.9499, -7.7885], [8.0918, 4.4512, 2.9592], [8.7875, 3.9093, 1.7400], [8.4670, 4.2650, 0.6149], [9.8924, 2.9129, 1.9580], [7.3182, 5.1587, 2.6511], [7.6203, 3.6353, 3.5112], [8.8097, 4.9731, 3.5952], [9.5006, 2.0289, 2.4656], [10.6903, 3.3667, 2.5496], [10.3024, 2.6091, 0.9921], [0.5762, -3.5430, -2.0782], [-4.1662, -7.1637, -6.2847], [-4.4313, -8.8993, -1.5445], [-2.6320, -4.6907, -7.1086], [-3.0575, -3.8890, -7.4151]], "lowdin_charge": [-0.102, -0.212, -0.137, -0.046, 0.090, -0.080, -0.169, -0.170, -0.143, -0.140, -0.101, -0.285, -0.028, -0.333, -0.010, 0.041, -0.053, -0.008, -0.187, 0.015, -0.054, -0.349, 0.087, 0.054, 0.049, 0.094, 0.964, -0.299, -0.122, -0.087, -0.172, -0.267, -0.512, 0.483, 0.039, -0.089, -0.294, -0.057, -0.121, -0.388, -0.071, -0.039, -0.321, 0.045, 0.167, -0.351, 0.122, 0.042, 0.059, 0.108, 0.053, 0.072, 0.099, 0.098, 0.125, 0.121, 0.113, 0.130, 0.099, 0.119, 0.117, 0.126, 0.121, 0.110, -0.076, 0.126, 0.129, 0.105, 0.124, 0.119, 0.103, 0.070, 0.089, 0.106, 0.123, 0.089, 0.093, 0.081, 0.140, 0.128, -0.049, 0.043, 0.079, 0.085, 0.118, 0.093, 0.069, 0.987, -0.035, 0.079, -0.347, 0.108, 0.031, 0.025, -0.450, -0.098, 0.081, 0.116, 0.136, 0.133, -0.395, -0.225, -0.107, 0.036, -0.770, 0.148, 0.069, 0.191, 0.123, -0.013, -0.481, -0.034, -0.009, 0.082, 0.091, 0.097, 0.095, 0.097, 0.089, 0.573, 1.116, -0.483, -0.111, -0.094]}

---

(3)
{"formula": "C20H10Cl5F6N2O4S2Ti", "method": "ωB97M-V with the def2-TZVPD basis set", "largest_force_ha_per_bohr": 0.03426, "e_above_lowest_kj_mol": 75.0, "lumo_energy_ev": 1.656, "charge": -1, "homo_lumo_gap_ev": 7.7, "species": ["Ti", "N", "C", "C", "C", "C", "C", "C", "C", "C", "C", "C", "C", "C", "H", "H", "H", "H", "H", "H", "H", "H", "H", "H", "F", "C", "F", "F", "S", "O", "O", "N", "S", "O", "O", "C", "F", "F", "F", "Cl", "C", "C", "C", "Cl", "C", "Cl", "C", "Cl", "C", "Cl"], "positions_angstrom": [[-0.0580, -0.6412, -0.6058], [-2.0405, 0.1702, -1.4026], [-2.0054, 1.5395, -1.8239], [-2.8822, 2.4639, -1.2813], [-2.7551, 3.8102, -1.5904], [-1.7541, 4.2229, -2.4557], [-0.9103, 3.2829, -3.0298], [-1.0236, 1.9252, -2.7403], [-0.1465, 0.9112, -3.3825], [0.2466, 1.1279, -4.7062], [1.0441, 0.2134, -5.3685], [1.4366, -0.9464, -4.7118], [1.0369, -1.1633, -3.4046], [0.2515, -0.2460, -2.6982], [-2.1763, -0.4560, -2.1942], [-2.7889, -0.0280, -0.7473], [-3.6429, 2.1301, -0.5871], [-3.4235, 4.5318, -1.1396], [-1.6236, 5.2738, -2.6800], [-0.1220, 3.6113, -3.6958], [-0.0993, 2.0096, -5.2324], [1.3388, 0.3922, -6.3950], [2.0433, -1.6843, -5.2225], [1.3415, -2.0813, -2.9145], [1.2027, -0.6683, 2.4358], [2.0809, -1.6465, 2.2353], [3.2596, -1.0950, 1.9644], [2.1893, -2.3581, 3.3592], [1.5590, -2.8157, 0.8974], [1.4285, -1.8094, -0.2981], [2.7306, -3.6158, 0.7342], [0.2804, -3.5075, 1.2434], [-1.3508, -2.9384, 1.1914], [-1.7849, -2.8947, 2.5673], [-1.0273, -1.3581, 0.8058], [-2.5046, -2.7247, -1.8491], [-2.5759, -2.2574, -3.1496], [-2.4102, -4.0480, -2.0363], [-0.8699, -2.4349, -1.6778], [-1.5014, 1.5991, 1.5182], [-0.1436, 2.1875, 0.6037], [0.6504, 1.3100, -0.1307], [1.8119, 1.8460, -0.6747], [2.9938, 0.8146, -1.4058], [2.0960, 3.2135, -0.6379], [3.5161, 3.8519, -1.3813], [1.2151, 4.0748, 0.0083], [1.5171, 5.7719, 0.0218], [0.1028, 3.5612, 0.6664], [-0.9384, 4.6237, 1.5392]], "nbo_charge": [1.903, -0.875, 0.152, -0.232, -0.210, -0.245, -0.150, -0.081, -0.015, -0.227, -0.224, -0.206, -0.205, -0.422, 0.449, 0.416, 0.217, 0.213, 0.211, 0.208, 0.201, 0.203, 0.204, 0.227, -0.294, 0.724, -0.306, -0.311, 2.236, -0.991, -0.900, -1.177, 1.762, -0.928, -1.035, 0.564, -0.412, -0.375, -0.565, 0.068, 0.067, -0.584, 0.067, 0.077, -0.131, 0.041, -0.069, 0.043, -0.124, 0.041]}

---

(4)
{"formula": "C5H6N", "method": "ωB97M-V with the def2-TZVPD basis set", "largest_force_ha_per_bohr": 0.07171, "e_above_lowest_kj_mol": 703.2, "smiles": "C[C@]12[C@@H]3[C@@]14[NH2+][C@@]324", "lumo_energy_ev": -6.034, "charge": 1, "homo_lumo_gap_ev": 9.7, "species": ["C", "C", "C", "C", "C", "N", "H", "H", "H", "H", "H", "H"], "positions_angstrom": [[-0.6098, 1.2808, -0.1557], [0.4451, 0.1870, -0.0051], [-0.7295, 0.1907, 0.8524], [-0.7244, -0.0365, -0.8156], [1.7663, -0.1965, 0.0130], [-1.6670, -0.7090, 0.1036], [-0.6132, 2.2683, -0.3175], [2.4182, 0.0552, -0.8397], [1.7805, -1.2652, 0.0588], [2.1151, 0.2986, 0.8781], [-1.5309, -1.6649, 0.1159], [-2.6506, -0.4086, 0.1118]], "nbo_charge": [-0.221, 0.000, 0.194, 0.187, -0.648, -0.484, 0.276, 0.273, 0.248, 0.258, 0.447, 0.470]}